C5H15N3P2 in the gas phase, computed with the ωB97M-V functional and the def2-TZVPD basis.

The geometry in XYZ format:
```
25
C5H15N3P2 | the OMol25 dataset | the ωB97M-V functional and the def2-TZVPD basis
C 1.83682 -1.44081 0.30307
C 0.98883 0.36628 2.27957
C -2.18226 0.32328 -1.92847
C 1.31032 2.28387 -1.22310
C -1.97051 -1.64552 0.41668
N 1.28201 -0.10451 0.06263
N 0.41134 0.42367 0.97733
N -1.31359 0.83009 -0.93569
P 1.33134 0.46601 -1.51697
P -1.36395 0.29700 0.58832
H 2.32054 -1.62658 -0.64945
H 2.65482 -1.29366 0.97001
H 0.96671 -2.08804 0.69165
H 0.37864 0.98458 2.84997
H 1.08926 -0.61586 2.73291
H 1.96391 0.86899 2.23911
H -3.22742 0.44259 -1.71788
H -1.83777 0.86922 -2.78937
H -2.06057 -0.74714 -2.12217
H 1.12224 2.80266 -2.10778
H 2.22263 2.77607 -0.79826
H 0.54755 2.51129 -0.43228
H -1.23556 -2.26650 0.98647
H -2.09413 -1.89364 -0.68480
H -2.97905 -1.85592 0.93330
```

As for the electronic energy: -28472.132 eV. The calculation puts the lowest unoccupied orbital energy (alpha / beta) at -0.01934 / -0.01916 Eh. As for the HOMO energy (alpha / beta): -6.89 / -6.90 eV. Its gap between HOMO and LUMO (alpha / beta) is 6.4 / 6.4 eV.